Formula: C43H36IrN7O4Sb
Source: the OMol25 dataset
Level of theory: ωB97M-V with the def2-TZVPD basis set

Structure (XYZ):
```
92
Properties=species:S:1:pos:R:3:lowdin_charge:R:1
Ir 0.176 0.196 0.724 1.26
C -6.467 0.475 1.980 -0.04
C -5.127 0.056 1.446 -0.26
C -4.706 -1.270 1.513 -0.03
C -3.448 -1.641 1.078 -0.04
C -2.556 -0.717 0.514 -0.28
N -1.266 -1.102 0.165 -0.13
C -1.049 -2.282 -0.512 -0.26
C -1.823 -2.718 -1.591 0.00
C -1.531 -3.906 -2.229 -0.02
C -0.450 -4.701 -1.845 -0.26
C -0.115 -5.961 -2.590 -0.04
C 0.321 -4.277 -0.773 0.02
C 0.009 -3.100 -0.101 -0.12
N 0.752 -2.776 1.088 -0.04
C 1.273 -3.686 1.931 -0.03
C 2.060 -3.030 2.850 -0.02
C 1.962 -1.689 2.495 -0.14
N 1.172 -1.524 1.436 -0.13
C -3.009 0.614 0.405 -0.12
C -4.256 0.984 0.893 0.02
N -2.228 1.625 -0.246 -0.04
C -2.689 2.729 -0.869 -0.02
C -1.615 3.400 -1.402 -0.01
C -0.503 2.633 -1.064 -0.09
N -0.876 1.559 -0.379 -0.10
H -7.185 -0.341 1.916 0.08
H -6.868 1.323 1.428 0.08
H -6.394 0.769 3.029 0.09
H -5.367 -2.019 1.931 0.12
H -3.128 -2.675 1.156 0.13
H -2.651 -2.105 -1.924 0.12
H -2.142 -4.216 -3.067 0.12
H -1.018 -6.477 -2.915 0.08
H 0.461 -6.647 -1.970 0.08
H 0.476 -5.743 -3.481 0.09
H 1.173 -4.864 -0.455 0.12
H 1.052 -4.730 1.800 0.14
H 2.628 -3.461 3.654 0.11
H 2.435 -0.841 2.957 0.09
H -4.554 2.024 0.850 0.12
H -3.743 2.923 -0.937 0.13
H -1.633 4.314 -1.967 0.11
H 0.537 2.801 -1.280 0.09
O 0.289 3.259 5.688 0.14
C -0.438 2.163 5.809 -0.50
O -0.881 1.782 6.859 0.12
C -0.700 1.367 4.568 -0.03
C -1.493 0.235 4.554 0.04
N -1.471 -0.262 3.310 0.09
N -0.724 0.499 2.505 -0.07
C -0.229 1.490 3.253 -0.10
C 0.711 2.450 2.578 -0.55
O 1.101 3.451 3.155 0.10
O 1.002 2.111 1.368 -0.24
H 0.593 3.425 4.756 0.07
H -2.058 -0.220 5.349 0.15
H -1.995 -1.035 2.917 0.15
C 5.747 2.606 3.279 -0.06
C 4.599 1.954 3.700 -0.06
C 3.747 1.381 2.769 -0.13
C 4.027 1.443 1.411 -0.33
C 5.186 2.096 0.999 -0.13
C 6.040 2.674 1.926 -0.06
Sb 2.815 0.666 -0.156 1.58
C 4.202 -0.678 -1.036 -0.36
C 5.030 -0.314 -2.092 -0.12
C 5.997 -1.195 -2.558 -0.07
C 6.144 -2.443 -1.973 -0.07
C 5.321 -2.814 -0.919 -0.08
C 4.354 -1.936 -0.455 -0.13
C 2.900 2.293 -1.501 -0.41
C 3.096 3.596 -1.054 -0.12
C 3.091 4.649 -1.959 -0.06
C 2.884 4.407 -3.309 -0.07
C 2.674 3.111 -3.759 -0.07
C 2.680 2.057 -2.857 -0.15
H 6.406 3.066 4.002 0.11
H 4.355 1.907 4.753 0.11
H 2.834 0.929 3.136 0.07
H 5.437 2.156 -0.054 0.10
H 6.934 3.181 1.588 0.11
H 4.936 0.660 -2.558 0.09
H 6.640 -0.901 -3.377 0.11
H 6.899 -3.126 -2.337 0.11
H 5.434 -3.787 -0.458 0.11
H 3.717 -2.243 0.368 0.08
H 3.226 3.798 0.002 0.11
H 3.246 5.660 -1.606 0.11
H 2.883 5.230 -4.012 0.11
H 2.507 2.920 -4.811 0.11
H 2.506 1.049 -3.220 0.11
```

LUMO: -3.02 eV
2S+1: 1
ΔE to the lowest compared entry with this formula, charge and spin: 40.0 kcal per mole
total energy: -73167.6331 eV
net charge: +1